Formula: C4H2Cl4O2S
Source: the Open Molecules 2025 dataset
Level of theory: the ωB97M-V functional and the def2-TZVPD basis

Geometry as XYZ:
```
13
Properties=species:S:1:pos:R:3:lowdin_charge:R:1
C 0.691 1.183 0.203 -0.8784
C 1.709 0.239 0.091 -0.7541
C -0.598 0.609 0.437 -0.8952
C -1.206 -0.402 -0.430 -0.7827
O -0.177 -2.898 -0.632 -0.3977
O 1.198 -1.067 0.467 -0.4046
S -0.498 -1.998 0.337 1.0171
Cl 1.073 2.772 0.033 0.7694
Cl 3.339 0.025 -0.320 0.7827
Cl -1.023 0.427 2.168 0.6615
Cl -0.817 0.069 -2.147 0.6630
H -1.371 1.442 0.192 0.1218
H -2.320 -0.400 -0.398 0.0972
```

## Properties
Lowest unoccupied orbital energy in eV: -0.648
E_HOMO in eV: -8.78
Spin multiplicity: 1
DFT total energy in eV: -69196.2780
Frontier orbital gap in eV: 8.130
Energy above the lowest of the compared OMol25 structures with the same formula, charge and spin in eV: 2.1475



Formula: C4H2ClF
Source: the Open Molecules 2025 dataset
Level of theory: the ωB97M-V functional and the def2-TZVPD basis

Geometry as XYZ:
```
8
Properties=species:S:1:pos:R:3:lowdin_charge:R:1
C 0.750 0.924 1.105 -0.1006
C -0.079 0.016 0.540 -0.6324
C 0.089 -0.374 -0.909 -0.1848
C -0.448 -0.908 -2.040 0.0420
H 1.889 1.315 0.902 0.1854
H -0.773 -1.838 -3.016 0.1683
F 0.144 1.643 2.168 -0.0705
Cl -1.571 -0.777 1.249 0.5925
```

## Properties
Lowest unoccupied orbital energy in eV: -0.307
E_HOMO in eV: -9.35
Spin multiplicity: 1
DFT total energy in eV: -19413.9439
Frontier orbital gap in eV: 9.038
Energy above the lowest of the compared OMol25 structures with the same formula, charge and spin in eV: 3.5650



Formula: C4H2ClF2N
Source: the Open Molecules 2025 dataset
Level of theory: the ωB97M-V functional and the def2-TZVPD basis

Geometry as XYZ:
```
10
Properties=species:S:1:pos:R:3:lowdin_charge:R:1
N 2.740 -0.722 -0.081 0.2028
C 1.689 -0.423 0.258 -0.1282
C 0.343 -0.205 0.533 -0.4540
F -0.014 -0.327 1.819 0.0881
C -0.299 0.915 -0.256 -0.2313
F -1.100 1.766 0.438 0.0438
C -0.766 -0.476 -0.462 -0.5473
Cl -2.270 -0.983 0.215 0.7317
H 0.220 1.429 -1.000 0.1465
H -0.543 -0.973 -1.463 0.1478
```

## Properties
Lowest unoccupied orbital energy in eV: 0.213
E_HOMO in eV: -11.03
Spin multiplicity: 1
DFT total energy in eV: -23625.5609
Structure (SMILES): N#C[C@@]1(F)[C@H](F)[C@@H]1Cl
Frontier orbital gap in eV: 11.242
Energy above the lowest of the compared OMol25 structures with the same formula, charge and spin in eV: 0.5805



Formula: C4H2ClNO2
Source: the Open Molecules 2025 dataset
Level of theory: the ωB97M-V functional and the def2-TZVPD basis

Geometry as XYZ:
```
10
Properties=species:S:1:pos:R:3:lowdin_charge:R:1
O 0.572 2.645 -0.878 0.0915
C 0.451 1.499 -0.585 -0.4320
C 1.804 0.751 -0.301 0.0067
N 1.846 -0.372 0.319 0.1220
O 0.589 -1.019 0.652 -0.0890
C -0.491 -0.450 0.153 -0.7048
Cl -1.723 -1.667 0.420 0.7357
C -0.733 0.768 -0.355 -0.0211
H 2.679 1.357 -0.395 0.1213
H -1.780 1.177 -0.632 0.1698
```

## Properties
Lowest unoccupied orbital energy in eV: 0.017
E_HOMO in eV: -10.15
Spin multiplicity: 1
DFT total energy in eV: -22284.8940
Structure (SMILES): O=c1cnoc(Cl)c1
Frontier orbital gap in eV: 10.163
Energy above the lowest of the compared OMol25 structures with the same formula, charge and spin in eV: 2.4739



What did the first record say?
Formula: C4H2Cl4O2S
Source: the Open Molecules 2025 dataset
Level of theory: the ωB97M-V functional and the def2-TZVPD basis

Geometry as XYZ:
```
13
Properties=species:S:1:pos:R:3:lowdin_charge:R:1
C 0.691 1.183 0.203 -0.8784
C 1.709 0.239 0.091 -0.7541
C -0.598 0.609 0.437 -0.8952
C -1.206 -0.402 -0.430 -0.7827
O -0.177 -2.898 -0.632 -0.3977
O 1.198 -1.067 0.467 -0.4046
S -0.498 -1.998 0.337 1.0171
Cl 1.073 2.772 0.033 0.7694
Cl 3.339 0.025 -0.320 0.7827
Cl -1.023 0.427 2.168 0.6615
Cl -0.817 0.069 -2.147 0.6630
H -1.371 1.442 0.192 0.1218
H -2.320 -0.400 -0.398 0.0972
```

## Properties
Lowest unoccupied orbital energy in eV: -0.648
E_HOMO in eV: -8.78
Spin multiplicity: 1
DFT total energy in eV: -69196.2780
Frontier orbital gap in eV: 8.130
Energy above the lowest of the compared OMol25 structures with the same formula, charge and spin in eV: 2.1475



Q: Look up the frontier orbital gap of the fourth one.
A: 10.163 eV